1.
{
  "formula": "C25H26N6O3S",
  "method": "the ωB97M-V functional and the def2-TZVPD basis",
  "total_energy_ev": -52267.9693,
  "smiles": "Cc1cc(NC(=O)CSc2nc3ccccc3c(=O)n2CCCC(=O)NCc2ccccc2)n[nH]1",
  "largest_force_ev_per_a": 1.22,
  "gap_ev": 8.607,
  "homo_ev": -8.273,
  "species": ["S", "O", "O", "O", "N", "N", "N", "N", "N", "N", "C", "C", "C", "C", "C", "C", "C", "C", "C", "C", "C", "C", "C", "C", "C", "C", "C", "C", "C", "C", "C", "C", "C", "C", "C", "H", "H", "H", "H", "H", "H", "H", "H", "H", "H", "H", "H", "H", "H", "H", "H", "H", "H", "H", "H", "H", "H", "H", "H", "H", "H"],
  "positions_angstrom": [[-2.502163, -1.670048, 2.001084], [0.860232, -0.887219, -1.302038], [-2.687625, -4.532647, 4.147447], [-1.637660, 2.931069, 0.418500], [-1.637716, -4.828911, 2.196309], [0.228086, 1.256665, -1.192662], [-0.543638, -0.143814, 2.796249], [-0.439700, -3.291693, 0.801410], [0.242670, -3.406331, -0.339284], [-1.927787, 0.809709, 1.154756], [0.256497, -4.667933, -0.805919], [-0.873806, -4.512154, 1.084553], [2.112760, 2.198471, -3.498285], [2.333218, 3.047163, -4.567673], [0.192066, 1.001990, 2.855367], [0.951102, -5.037420, -2.064836], [-1.483302, -0.492294, -1.445801], [2.043773, 4.938622, -3.124618], [0.596392, 3.303941, 2.194610], [-0.461166, -5.427486, 0.097875], [-0.153902, 2.129671, 2.090378], [-2.603152, 0.526341, -1.233468], [-2.027663, -4.060155, 3.245920], [1.578411, 1.779347, -1.086336], [1.859625, 2.712956, -2.232595], [1.300259, 1.068019, 3.708783], [-1.543726, -0.203021, 1.992102], [1.680304, 3.352609, 3.039779], [-0.035698, -0.048874, -1.288921], [-3.038559, 0.675479, 0.230744], [2.300465, 4.419398, -4.381832], [-1.274141, 2.041009, 1.171112], [1.820613, 4.088624, -2.055046], [2.030508, 2.229934, 3.792192], [-1.574044, -2.618891, 3.240560], [-1.766019, -2.174978, 4.216427], [0.298288, 4.156419, 1.601959], [1.345496, -4.145548, -2.545319], [0.629436, -2.558632, -0.761432], [1.555710, 0.195596, 4.288465], [-1.546185, -0.882378, -2.466453], [-3.483673, 0.190746, -1.784497], [-1.628966, -1.345237, -0.777025], [2.251056, 0.918033, -1.106872], [1.687575, 2.300440, -0.129214], [1.774926, -5.719789, -1.859676], [-3.624973, -0.191264, 0.537272], [2.532660, 2.638660, -5.547474], [-2.332450, 1.502479, -1.637651], [2.263400, 4.257209, 3.123668], [0.264431, -5.535982, -2.746981], [2.137744, 1.127329, -3.637893], [2.474527, 5.082567, -5.216198], [-0.661718, -6.478163, 0.061282], [-0.509382, 1.944790, -1.178710], [1.617166, 4.494304, -1.074557], [2.885222, 2.279192, 4.450704], [-1.941171, -5.793846, 2.246503], [-3.652946, 1.576329, 0.323758], [-0.526947, -2.528474, 2.956278], [2.015255, 6.008072, -2.976781]],
  "forces_ev_per_a": [[-0.60, -0.02, 0.15], [0.35, -0.32, -0.02], [-0.08, 0.04, 0.14], [-0.05, 0.15, -0.09], [-0.15, -0.54, -0.11], [-0.02, 0.27, 0.04], [-0.12, -0.44, 0.05], [-0.12, 0.01, 0.60], [0.13, -0.62, -0.22], [0.10, 0.31, 0.03], [-0.12, 0.07, 0.17], [0.69, 0.42, -0.92], [0.02, 0.03, 0.02], [0.00, -0.08, -0.06], [-0.04, 0.68, -0.31], [0.01, -0.07, 0.00], [-0.10, 0.06, -0.07], [0.00, 0.12, -0.07], [-0.03, 0.03, 0.00], [0.01, 0.14, 0.01], [0.27, -0.20, 0.31], [0.07, -0.05, 0.17], [-0.10, 0.23, 0.14], [0.17, -0.06, -0.01], [0.05, 0.04, 0.08], [0.05, 0.11, -0.02], [0.36, -0.50, 0.61], [-0.06, 0.17, -0.13], [-0.44, -0.04, -0.06], [-0.34, 0.16, -0.42], [0.00, 0.11, -0.02], [0.00, -0.07, 0.12], [0.04, -0.11, 0.02], [-0.02, -0.16, 0.04], [-0.07, 0.46, 0.01], [0.08, -0.18, -0.07], [0.00, 0.08, -0.04], [0.06, 0.01, -0.11], [-0.08, 0.03, -0.02], [0.01, -0.11, 0.06], [0.06, -0.04, 0.08], [0.02, 0.06, -0.04], [0.11, -0.06, -0.06], [-0.08, 0.17, 0.08], [0.04, -0.08, -0.09], [0.06, 0.00, -0.05], [-0.01, 0.16, -0.05], [0.02, -0.03, -0.08], [-0.11, -0.02, -0.03], [0.03, 0.08, 0.00], [0.02, 0.01, -0.08], [0.01, -0.14, -0.02], [0.02, 0.06, -0.06], [-0.01, -0.27, -0.07], [-0.10, -0.14, 0.00], [-0.02, 0.04, 0.13], [0.07, -0.01, 0.06], [-0.01, 0.22, 0.12], [0.01, -0.21, 0.05], [-0.05, -0.03, 0.12], [0.00, 0.09, 0.01]]
}

---

2.
{
  "formula": "C46H47AsBClHfN4O7S3Si",
  "method": "the ωB97M-V functional and the def2-TZVPD basis",
  "total_energy_ev": -184498.3254,
  "total_charge": -2,
  "largest_force_ev_per_a": 2.28,
  "gap_ev": 5.762,
  "homo_ev": -1.965,
  "species": ["Hf", "As", "Cl", "S", "S", "S", "Si", "O", "O", "O", "O", "O", "O", "O", "N", "N", "N", "N", "C", "C", "C", "C", "C", "C", "C", "C", "C", "C", "C", "C", "C", "C", "C", "C", "C", "C", "C", "C", "C", "C", "C", "C", "C", "C", "C", "C", "C", "C", "C", "C", "C", "C", "C", "C", "C", "C", "C", "C", "C", "C", "C", "C", "C", "C", "B", "H", "H", "H", "H", "H", "H", "H", "H", "H", "H", "H", "H", "H", "H", "H", "H", "H", "H", "H", "H", "H", "H", "H", "H", "H", "H", "H", "H", "H", "H", "H", "H", "H", "H", "H", "H", "H", "H", "H", "H", "H", "H", "H", "H", "H", "H", "H"],
  "positions_angstrom": [[-0.997410, 0.158230, 0.278521], [4.334288, -0.290989, -0.811878], [-0.277439, -4.729753, 3.316690], [5.119267, -3.107683, 0.326847], [1.027264, 1.373236, 1.235807], [-2.615116, 1.754170, 1.657358], [-4.215255, -1.020624, -0.739998], [-0.777835, 1.215408, -1.473911], [0.042461, 1.201309, -3.577690], [-1.135844, -1.207269, 1.723552], [-2.675046, -0.631054, -0.470083], [0.404701, -1.549196, -3.208698], [-2.597685, -2.444835, 2.896223], [0.073257, -1.126945, -1.022592], [-1.249838, 4.036050, 1.067919], [-0.793594, 3.273159, 3.056688], [0.744075, 1.297658, 3.944374], [2.271346, -0.041068, 3.228285], [5.451937, 0.014845, -4.902956], [-6.506875, 0.483996, 0.321406], [0.153727, -0.806021, -2.277768], [8.414407, -0.916270, 1.434463], [6.098143, -0.636256, -0.054055], [-0.187629, 0.691904, -2.500823], [-5.328105, -3.620036, -0.501198], [4.069077, 3.655619, 0.590501], [-2.897753, -3.528023, -0.597612], [5.320878, 0.301447, -3.546398], [-4.012372, 1.071745, -2.565242], [3.378062, 4.316357, -0.380743], [4.516421, 2.347500, 0.364460], [3.144175, -0.813769, 2.345777], [-0.352743, -3.273529, 2.235628], [3.953124, -1.865983, -4.731983], [-5.847680, -0.608745, -3.073079], [6.257600, -1.839274, 0.669524], [-5.546710, -0.514956, 0.524899], [-3.410513, -1.294880, -3.334910], [1.512932, 0.870146, 5.022679], [4.769322, -1.039026, -5.481326], [-1.539231, 3.068114, 1.958300], [-7.260888, 0.983478, 1.340624], [-5.285550, -4.990351, -0.292473], [4.257785, 1.694919, -0.819236], [-7.156331, 0.471387, 2.619993], [7.064155, 0.359186, -0.025580], [1.269919, 0.779207, 2.861628], [-1.521989, -2.304295, 2.322652], [4.556254, -0.583740, -2.770013], [8.249602, 0.232998, 0.690926], [-0.081628, 4.441195, 2.854106], [7.423563, -1.914319, 1.472398], [-5.498936, -1.072964, 1.814947], [3.095213, 3.682965, -1.576255], [2.463967, -0.003727, 4.575872], [-0.341309, 4.926284, 1.620339], [-4.055836, -5.624797, -0.312231], [-2.854487, -4.901383, -0.508808], [-4.441156, -0.393146, -2.508284], [-4.146321, -2.877405, -0.572054], [3.509036, 2.366015, -1.794854], [-6.331608, -0.631595, 2.859498], [-2.035401, 4.423715, -0.075230], [3.791374, -1.598675, -3.381240], [-0.535186, 2.294489, 4.188836], [2.570112, 4.210063, -2.365721], [3.159495, -2.261702, -2.783789], [-4.585785, 1.693042, -1.875369], [3.261169, -1.839408, 2.694115], [-1.430879, 4.608991, -0.955908], [3.276746, 1.885245, -2.747960], [4.101636, -0.400097, 2.308964], [-1.942704, -5.414519, -0.468523], [1.228432, 1.274999, 5.993496], [0.563034, -2.692571, 2.404622], [9.033860, 0.963470, 0.616468], [-6.164267, -5.621260, -0.184694], [-7.847529, 0.788837, 3.403068], [6.128247, 0.676143, -5.453805], [-1.518540, 1.591000, 4.277999], [-0.193192, 2.820517, 5.215397], [-6.052412, -1.672398, -3.022062], [3.041589, 5.361332, -0.257077], [-4.780624, -1.825630, 2.003720], [3.192418, -0.668207, 5.072016], [6.844388, 1.303962, -0.516519], [-6.320266, -1.072201, 3.831984], [-0.052806, 5.889327, 1.249511], [5.113284, 1.873866, 1.091674], [-0.327529, -3.707826, 1.253498], [-1.925377, -2.998003, -0.726631], [7.497611, -2.720408, 2.181505], [-6.287538, -3.126547, -0.444671], [-8.008794, 1.782482, 1.067024], [-5.863975, -0.313959, -4.131294], [-3.977482, -6.703043, -0.276614], [-3.796501, -2.291756, -3.473386], [-2.811125, 3.649488, -0.238112], [-2.527832, 5.372055, 0.277937], [-3.190236, -0.857401, -4.292154], [5.917816, 1.071214, -3.098176], [-4.094124, 1.534779, -3.562896], [9.345824, -1.017587, 2.046565], [-2.948115, 1.230718, -2.310852], [-6.692022, -0.098521, -2.601399], [3.453322, -2.719677, -5.212305], [4.309090, 4.071153, 1.550482], [2.732106, -0.877006, 1.370688], [0.501106, 4.891032, 3.619882], [-6.601911, 0.940214, -0.672560], [4.886438, -1.176538, -6.543250], [-2.442136, -1.391841, -2.847446]],
  "forces_ev_per_a": [[-0.96, -1.04, -1.06], [-0.32, -0.33, -0.67], [-0.39, 0.62, -0.07], [0.22, -0.14, 0.64], [0.66, -0.04, 0.22], [-0.13, 0.38, -0.06], [0.34, -0.31, 0.00], [0.11, 1.15, 0.28], [-0.23, 0.37, 0.64], [0.02, -0.66, 0.68], [-0.12, 0.90, 0.86], [-0.08, 0.43, 0.69], [1.61, -0.24, -0.90], [-0.03, -0.19, 0.73], [0.30, 0.76, -0.07], [0.53, 0.81, -0.42], [-0.04, 0.97, 1.23], [0.90, -0.91, -0.97], [0.35, 1.02, 0.46], [1.07, 0.04, -1.32], [0.18, -0.51, -0.67], [0.31, -0.83, 1.03], [0.12, 1.04, 0.14], [0.41, -0.47, -1.63], [0.37, -0.13, 0.85], [0.82, -1.22, 0.47], [0.35, 0.22, -0.25], [-0.17, -1.92, -0.21], [0.76, 0.57, -0.14], [-0.72, 1.41, -0.38], [-0.41, 1.30, -0.41], [-1.19, -0.94, 0.68], [0.42, -0.49, 0.54], [-0.28, -0.13, -0.22], [0.23, -0.10, -0.53], [0.27, -0.14, -0.70], [0.07, 0.36, 0.42], [-0.61, 0.88, 0.90], [-0.73, 0.15, 0.48], [0.28, 0.21, -0.42], [0.19, -0.58, -0.27], [-1.63, 1.35, -0.13], [0.38, -0.65, -0.46], [-0.49, -0.69, -0.55], [-0.62, -0.97, 0.48], [-0.16, 0.45, -0.02], [0.33, 0.06, -1.13], [-1.02, 0.30, 1.22], [-0.60, 0.57, 0.31], [-0.25, -0.35, -0.52], [-0.12, 0.00, -0.35], [0.01, 0.69, 0.02], [-0.63, 0.69, 0.05], [0.16, -0.69, -0.58], [-0.60, 0.21, 0.82], [-0.16, -0.63, 1.32], [1.07, 0.24, -0.54], [-2.17, -0.06, 0.71], [0.39, -0.57, -0.37], [-0.21, 0.02, -0.72], [0.06, 0.40, -0.11], [0.24, 0.93, -1.38], [-1.45, 0.46, 0.62], [0.71, -0.23, 0.60], [-0.02, -1.43, 0.50], [-0.07, -0.05, 0.08], [0.18, 0.39, -0.06], [-0.15, 0.07, 0.07], [-0.18, 0.01, 0.23], [0.10, -0.19, -0.04], [-0.04, 0.07, 0.33], [1.54, 0.87, -0.16], [1.24, -0.67, -0.18], [0.37, -0.51, -0.24], [-0.28, -0.35, -0.07], [0.12, 0.34, 0.09], [-0.12, 0.35, 0.02], [0.31, 0.19, -0.14], [-0.34, -0.37, -0.27], [0.29, 0.12, 0.23], [-0.25, 0.46, 0.02], [-0.28, -0.32, -0.12], [0.20, -0.62, 0.13], [0.62, -0.79, 0.32], [-0.59, 0.76, -0.38], [0.17, -0.12, -0.19], [0.22, -0.31, 0.41], [-0.06, -0.09, -0.60], [0.48, -0.57, 0.99], [0.07, 0.13, -0.58], [-1.05, -0.07, 0.16], [0.23, -0.42, -0.08], [-0.10, 0.24, -0.15], [0.86, -0.82, 0.65], [-0.03, -0.08, -0.01], [-0.17, -0.10, 0.27], [-0.24, -0.40, -0.09], [0.57, 0.46, -0.14], [0.13, -0.71, -0.88], [-0.14, 0.32, -0.64], [0.03, 0.36, 0.23], [-0.32, -0.36, 0.00], [-0.92, -0.10, -0.48], [-0.51, -0.33, 0.10], [0.34, 0.16, 0.28], [0.09, 0.52, 0.33], [-0.05, 0.49, 0.25], [-0.38, 0.14, -0.84], [0.44, -0.05, 0.43], [0.01, -0.20, 0.39], [0.00, -0.28, -0.24], [-0.07, 0.08, 0.23]]
}